(1)
{"formula": "C4H6BrCoO2", "method": "ωB97M-V/def2-TZVPD", "spin_multiplicity": 5, "s_squared": 6.007, "homo_energy_ev": [-8.43, -10.05], "lumo_energy_ev": [0.131, -2.945], "homo_lumo_gap_ev": [8.56, 7.10], "largest_force_ev_per_a": 2.645, "species": ["H", "H", "C", "O", "H", "Br", "O", "H", "H", "Co", "C", "C", "H", "C"], "positions_angstrom": [[1.694, 1.177, -0.809], [1.596, -0.306, 1.740], [0.756, -0.689, -0.198], [-0.648, 1.274, 2.378], [1.651, -1.257, -0.454], [-2.178, -0.622, -2.893], [-0.014, 1.508, 0.246], [-0.100, -1.229, -0.601], [0.133, -1.337, 1.774], [-4.270, -0.292, -1.424], [0.702, 0.735, -0.721], [-0.163, 0.827, 1.369], [0.222, 0.702, -1.699], [0.619, -0.489, 1.291]], "forces_ev_per_angstrom": [[0.02, 0.06, -0.07], [-0.05, 0.02, 0.23], [-0.02, -0.42, 0.06], [-0.34, 0.00, -0.81], [0.03, 0.27, -0.24], [-1.47, 0.21, 1.03], [-0.63, 0.29, -1.00], [-0.04, -0.10, 0.07], [0.00, 0.36, 0.27], [1.48, -0.21, -1.01], [0.86, -0.45, -0.73], [0.89, -0.62, 2.41], [-0.22, 0.68, 0.19], [-0.50, -0.11, -0.41]], "nbo_charge": [0.179, 0.232, -0.436, -0.574, 0.222, -0.684, -0.474, 0.215, 0.237, 0.689, -0.078, 0.784, 0.209, -0.521]}

---

(2)
{"formula": "C4H6BrN2", "method": "ωB97M-V/def2-TZVPD", "spin_multiplicity": 1, "homo_energy_ev": -13.89, "lumo_energy_ev": -5.377, "relative_energy_kcal_mol": 62.6, "homo_lumo_gap_ev": 8.52, "charge": 1, "largest_force_ev_per_a": 3.871, "species": ["C", "Br", "C", "H", "C", "H", "N", "H", "H", "H", "H", "C", "N"], "positions_angstrom": [[-0.626, 2.961, 0.522], [0.780, 0.417, 2.310], [0.197, -2.568, -1.119], [0.708, -3.460, -0.856], [0.259, -1.662, -0.121], [-1.318, 3.002, 1.271], [0.004, -0.307, -0.328], [-0.357, -2.615, -2.017], [0.442, -2.131, 0.816], [-0.331, 3.891, 0.192], [0.031, -0.203, -1.330], [0.122, 0.647, 0.578], [0.090, 2.027, 0.082]], "forces_ev_per_angstrom": [[1.90, -0.72, -0.64], [-0.54, -0.26, -0.68], [0.17, 0.65, 1.69], [-0.16, -1.04, 0.17], [-0.19, -2.04, -1.46], [-2.13, -0.81, 2.01], [0.24, -0.17, 1.99], [-0.01, 0.81, -1.17], [0.73, 0.84, 0.99], [0.29, 2.14, -1.22], [-0.55, 1.52, -0.32], [0.03, 2.86, -2.15], [0.22, -3.78, 0.80]], "nbo_charge": [0.087, 0.265, -0.322, 0.230, -0.079, 0.187, -0.502, 0.230, 0.248, 0.201, 0.465, 0.398, -0.407]}

---

(3)
{"formula": "C4H6BrNO", "method": "ωB97M-V/def2-TZVPD", "spin_multiplicity": 1, "homo_energy_ev": -8.64, "lumo_energy_ev": 0.802, "relative_energy_kcal_mol": 56.1, "homo_lumo_gap_ev": 9.44, "largest_force_ev_per_a": 5.368, "species": ["H", "H", "O", "H", "C", "H", "H", "Br", "C", "N", "C", "C", "H"], "positions_angstrom": [[0.608, 1.388, 0.783], [-0.517, 1.661, -0.480], [0.666, -2.097, -0.249], [-0.452, -1.444, -1.964], [0.226, -1.963, 0.968], [0.609, -2.676, 1.802], [-1.121, 1.874, 1.118], [-2.786, -0.119, -0.142], [-0.497, 1.291, 0.492], [-0.614, -1.075, 1.433], [-0.984, -0.168, 0.415], [0.186, -1.170, -1.147], [0.960, -0.372, -1.212]], "forces_ev_per_angstrom": [[-1.59, -0.42, 0.04], [-0.38, 0.83, -1.73], [0.23, -1.53, -0.88], [0.12, -0.56, -0.19], [-1.19, -0.01, 4.98], [-0.30, 0.93, -2.14], [-0.49, 0.56, 0.76], [-0.91, -0.37, 0.03], [2.33, -1.84, 0.93], [0.99, -0.69, -2.04], [2.67, -0.46, -2.11], [-0.71, 4.24, 3.21], [-0.76, -0.69, -0.86]], "nbo_charge": [0.215, 0.222, -0.478, 0.204, 0.443, 0.196, 0.225, 0.043, -0.662, -0.547, 0.081, -0.125, 0.182]}

---

(4)
{"formula": "C4H6BrNO", "method": "ωB97M-V/def2-TZVPD", "spin_multiplicity": 1, "homo_energy_ev": -9.50, "lumo_energy_ev": 0.659, "relative_energy_kcal_mol": 16.8, "homo_lumo_gap_ev": 10.15, "largest_force_ev_per_a": 4.575, "species": ["C", "H", "C", "C", "H", "N", "H", "Br", "H", "H", "C", "H", "O"], "positions_angstrom": [[-1.665, 0.511, -0.352], [2.836, -2.406, 0.415], [1.272, -2.396, -0.778], [-0.558, 0.988, 0.548], [-2.553, 1.276, -0.273], [2.219, -2.853, -0.247], [-1.743, -0.474, -0.127], [-0.311, 0.018, 2.236], [-1.216, 0.588, -1.328], [0.143, 2.690, -0.346], [0.228, 2.010, 0.419], [1.015, 2.098, 1.152], [0.334, -2.049, -1.318]], "forces_ev_per_angstrom": [[0.37, 4.56, 0.14], [-0.21, -0.15, -0.20], [0.14, 0.31, 0.45], [-0.92, -0.84, 1.01], [1.31, -2.13, -0.05], [2.68, -1.07, 1.46], [-1.52, -2.91, 0.44], [-0.23, -0.11, -0.65], [-0.27, 0.03, -0.67], [-0.09, 1.37, -1.84], [1.34, -0.58, 1.64], [0.04, 0.58, -0.06], [-2.65, 0.96, -1.66]], "nbo_charge": [-0.672, 0.426, 0.863, 0.018, 0.237, -0.777, 0.236, -0.030, 0.233, 0.207, -0.445, 0.215, -0.511]}

---

(5)
{"formula": "C4H6BrNS", "method": "ωB97M-V/def2-TZVPD", "spin_multiplicity": 1, "homo_energy_ev": -8.80, "lumo_energy_ev": 0.027, "relative_energy_kcal_mol": 45.6, "homo_lumo_gap_ev": 8.83, "largest_force_ev_per_a": 4.880, "species": ["H", "H", "N", "H", "S", "Br", "H", "H", "C", "H", "C", "C", "C"], "positions_angstrom": [[1.647, 0.071, 1.065], [1.816, -1.368, -0.705], [-1.135, 1.146, -0.559], [0.659, -2.098, 0.483], [-0.650, -0.299, 1.762], [-3.719, 0.424, 0.007], [0.117, -1.231, -0.992], [0.580, 2.080, 0.007], [0.878, -1.354, -0.237], [0.822, 1.079, -1.203], [-1.932, 0.544, 0.156], [0.696, -0.055, 0.580], [0.222, 1.062, -0.363]], "forces_ev_per_angstrom": [[0.14, 1.04, 0.56], [1.42, -0.38, -0.50], [-2.08, -0.24, -1.38], [0.14, -1.47, -0.03], [-1.71, 0.89, -1.40], [-1.15, -0.15, 0.21], [-0.36, -0.95, -0.43], [-0.71, -0.90, 0.27], [-1.64, 1.98, 0.48], [0.64, -0.68, -2.52], [3.64, -0.73, 2.12], [-0.94, -1.08, -0.51], [2.61, 2.69, 3.12]], "nbo_charge": [0.237, 0.204, -0.439, 0.225, 0.031, 0.202, 0.201, 0.219, -0.612, 0.219, 0.135, -0.362, -0.258]}

---

(6)
{"formula": "C4H6CdO2", "method": "ωB97M-V/def2-TZVPD", "spin_multiplicity": 1, "homo_energy_ev": [-8.13, -8.13], "lumo_energy_ev": [-1.162, -1.161], "relative_energy_kcal_mol": 14.1, "homo_lumo_gap_ev": [6.97, 6.97], "largest_force_ev_per_a": 4.634, "species": ["Cd", "C", "H", "C", "H", "H", "C", "O", "H", "H", "H", "O", "C"], "positions_angstrom": [[-0.281, -2.274, 1.832], [-1.731, -0.678, 0.996], [-0.016, 0.658, -1.861], [0.304, 0.777, 0.268], [-0.311, 1.692, 0.198], [2.387, 0.718, -2.187], [-0.489, -0.286, 0.930], [-2.119, -2.304, 1.368], [1.196, 0.993, 0.881], [0.936, -0.693, -1.191], [-2.610, -0.097, 1.309], [1.967, 1.098, -1.411], [0.770, 0.397, -1.132]], "forces_ev_per_angstrom": [[4.31, -0.95, 0.98], [-2.29, -1.79, 1.67], [0.18, -0.13, 0.17], [-0.10, 0.80, 0.80], [0.33, -0.11, 0.08], [-0.08, 0.01, -0.03], [0.63, -1.14, -0.85], [-2.45, 3.70, -1.34], [-0.32, 0.05, -0.33], [-0.06, 0.28, 0.09], [-0.04, -0.34, -1.02], [0.13, 0.20, 0.09], [-0.23, -0.56, -0.30]], "nbo_charge": [1.256, -0.045, 0.164, -0.499, 0.213, 0.472, -0.387, -1.027, 0.235, 0.163, 0.222, -0.723, -0.044]}

---

(7)
{"formula": "C4H6CdO2", "method": "ωB97M-V/def2-TZVPD", "spin_multiplicity": 2, "s_squared": 0.764, "homo_energy_ev": [-13.24, -14.05], "lumo_energy_ev": [-6.334, -6.284], "relative_energy_kcal_mol": 24.4, "homo_lumo_gap_ev": [6.91, 7.77], "charge": 1, "largest_force_ev_per_a": 3.735, "species": ["O", "H", "O", "C", "C", "H", "C", "H", "C", "Cd", "H", "H", "H"], "positions_angstrom": [[-1.162, -0.109, 2.106], [-0.598, 1.854, 1.938], [1.722, -1.700, -1.872], [0.845, -0.781, -1.533], [-0.115, 0.852, 0.107], [1.746, -2.443, -1.252], [-1.026, 1.037, 1.326], [-2.005, 1.408, 0.964], [0.526, -0.406, -0.250], [-0.835, -1.630, 1.074], [1.078, 0.901, 0.548], [0.266, -0.420, -2.390], [-0.442, 1.437, -0.766]], "forces_ev_per_angstrom": [[-1.01, 2.91, 2.11], [-0.20, -0.34, -0.15], [-0.30, -0.49, -0.40], [-0.42, -0.03, -0.24], [2.25, -0.56, -0.17], [0.57, 0.30, 0.34], [-0.11, 0.28, 0.33], [0.29, -0.19, 0.02], [-1.89, -0.83, 0.06], [1.12, -3.14, -1.59], [-1.64, 1.13, -0.79], [0.48, 0.46, 0.07], [0.88, 0.49, 0.42]], "nbo_charge": [-0.940, 0.212, -0.598, 0.225, -0.461, 0.507, -0.093, 0.191, -0.408, 1.565, 0.332, 0.206, 0.261]}

---

(8)
{"formula": "C4H6CeO2", "method": "ωB97M-V/def2-TZVPD", "spin_multiplicity": 3, "s_squared": 2.001, "homo_energy_ev": [-15.38, -15.38], "lumo_energy_ev": [-9.430, -9.466], "relative_energy_kcal_mol": 0.5, "homo_lumo_gap_ev": [5.95, 5.91], "charge": 2, "largest_force_ev_per_a": 3.756, "species": ["H", "O", "Ce", "H", "O", "H", "C", "C", "H", "H", "C", "H", "C"], "positions_angstrom": [[-1.507, 1.753, -0.271], [-0.421, -2.619, -0.037], [4.135, 1.458, -0.123], [0.145, -2.820, -0.791], [1.579, 0.992, 0.216], [0.482, -1.198, 1.066], [-1.316, -0.350, 0.219], [-0.317, -1.330, 0.333], [0.509, 1.101, -1.494], [-2.237, -0.557, -0.332], [0.500, 1.100, -0.389], [-0.720, 1.393, 1.325], [-0.832, 1.078, 0.279]], "forces_ev_per_angstrom": [[0.10, -0.25, 0.32], [-0.72, -0.20, -0.14], [-1.18, -0.24, 0.30], [-0.05, -0.09, 0.05], [1.70, 0.86, -0.23], [0.37, 0.62, -0.47], [2.43, -2.28, -1.74], [-2.07, 1.38, 0.79], [-0.08, 0.07, 0.22], [0.33, -0.05, 0.19], [-0.84, -0.98, -0.24], [-0.10, 0.30, -0.27], [0.11, 0.86, 1.21]], "nbo_charge": [0.280, -0.677, 1.952, 0.501, -0.806, 0.160, -0.210, 0.158, 0.164, 0.253, 0.533, 0.258, -0.566]}